Record 1
C39H39Cl6CoFGeN3O5Si | ωB97M-V with the def2-TZVPD basis set

Calculated values
E_tot (hartree): -8660.1297
Orbital gap (spin up / spin down) (Eh): 0.184 / 0.185
Charge: +1
Molar mass (Da): 1021.10
Spin multiplicity: 2
LUMO level (spin up / spin down) (eV): -4.2 / -4.2
Energy above the lowest of the compared OMol25 structures with the same formula, charge and spin (eV): 0.695

Last column: Löwdin spin population.
Geometry (Å):
Co 0.2018 0.7896 0.0744  0.95
F 2.7271 0.2684 6.0069  0.00
C 3.4090 0.0944 4.8474  0.00
C 2.7446 0.2859 3.6747  0.00
C 3.4216 0.1703 2.4619  0.00
C 2.7587 0.4757 1.2069  0.00
O 1.6949 1.1221 1.2139  0.00
C 3.4297 0.0202 0.0306  0.00
C 4.7387 -0.3459 0.1082  0.00
N 5.4483 -0.3226 1.2592  0.00
C 6.8940 -0.4197 1.2128  0.00
C 7.6812 0.7644 1.6958  0.00
C 7.6215 0.4493 0.2346  0.00
C 4.7792 -0.1829 2.4666  0.00
C 5.4337 -0.3780 3.6868  0.00
C 4.7730 -0.2253 4.8952  0.00
N 5.5174 -0.3800 6.0867  0.00
C 6.6739 0.4702 6.2906  0.00
C 6.3041 1.6969 7.1241  0.00
N 5.7560 1.2289 8.4430  0.00
C 4.5480 0.3510 8.2542  0.00
C 4.9206 -0.8124 7.3361  0.00
C 2.7363 -0.1323 -1.3066  0.00
O 3.3920 -0.3451 -2.2948  0.00
O 1.4196 -0.0534 -1.2822  0.01
H 1.6915 0.5435 3.6780  0.00
H 5.2622 -0.6506 -0.7888  0.00
H 7.2764 -1.4140 1.4085  0.00
H 8.6065 0.5911 2.2285  0.00
H 7.1202 1.6218 2.0454  0.00
H 8.4993 0.0448 -0.2476  0.00
H 7.0253 1.0964 -0.3945  0.00
H 6.4739 -0.6717 3.6948  0.00
H 7.0628 0.8039 5.3327  0.00
H 7.4607 -0.0959 6.8040  0.00
H 5.5280 2.2716 6.6200  0.00
H 7.1686 2.3354 7.2986  0.00
H 5.5219 2.0236 9.0375  0.00
H 6.4823 0.6871 8.9172  0.00
H 3.7561 0.9496 7.8140  0.00
H 4.2179 -0.0169 9.2246  0.00
H 4.0350 -1.4082 7.1363  0.00
H 5.6477 -1.4509 7.8532  0.00
Cl -3.5644 -0.0991 6.0574  0.00
C -2.6526 -0.2763 4.5912  0.00
C -2.3646 0.8399 3.8308  0.00
C -1.6493 0.6787 2.6604  0.00
Cl -1.2402 2.0702 1.6897  0.02
C -1.1940 -0.5739 2.1979  0.00
O -0.5214 -0.7098 1.0849  0.03
C -1.4865 -1.6723 3.0360  0.00
Cl -0.8881 -3.2244 2.5740  0.00
C -2.2110 -1.5294 4.2040  0.00
H -2.6871 1.8228 4.1457  0.00
H -2.4229 -2.3996 4.8102  0.00
C -1.0866 3.9754 -2.5341  0.00
C -2.3170 3.1115 -2.7992  0.00
C -2.9304 3.4045 -4.1651  0.00
C -3.3459 3.2214 -1.6740  0.00
Si -1.7013 1.2479 -2.7583  0.00
O -1.0044 1.1213 -1.3013  0.00
C -0.5054 1.1342 -4.2122  0.00
C -0.8634 0.5328 -5.4230  0.00
C 0.0851 0.3152 -6.4143  0.00
C 1.4056 0.6925 -6.2106  0.00
C 1.7725 1.3113 -5.0241  0.00
C 0.8201 1.5358 -4.0374  0.00
C -3.2231 0.1506 -2.8330  0.00
C -3.4868 -0.6679 -1.7331  0.00
C -4.5466 -1.5673 -1.7415  0.00
C -5.3728 -1.6527 -2.8513  0.00
C -5.1448 -0.8269 -3.9451  0.00
C -4.0797 0.0625 -3.9366  0.00
H -1.3782 5.0246 -2.3909  0.00
H -0.3899 3.9326 -3.3737  0.00
H -0.5673 3.6472 -1.6293  0.00
H -3.2347 4.4579 -4.2272  0.00
H -3.8220 2.7977 -4.3347  0.00
H -2.2163 3.2175 -4.9709  0.00
H -3.7255 4.2499 -1.6031  0.00
H -2.8984 2.9585 -0.7124  0.00
H -4.1963 2.5591 -1.8508  0.00
H -1.8812 0.1990 -5.5896  0.00
H -0.2102 -0.1604 -7.3422  0.00
H 2.1523 0.4946 -6.9696  0.00
H 2.8004 1.6061 -4.8528  0.00
H 1.1180 1.9939 -3.1010  0.00
H -2.8476 -0.5974 -0.8587  0.00
H -4.7240 -2.2031 -0.8820  0.00
H -6.1959 -2.3561 -2.8652  0.00
H -5.7993 -0.8728 -4.8069  0.00
H -3.9118 0.6847 -4.8074  0.00
Cl 0.0493 -1.9494 -3.5503  0.00
Ge 0.1589 -1.8811 -1.4281  0.00
Cl 1.9628 -2.9308 -0.9017  0.00
Cl -1.4304 -3.1972 -0.8265  0.00

Record 2
C7H13ClFN2 | ωB97M-V with the def2-TZVPD basis set

Calculated values
E_tot (hartree): -943.6732
Orbital gap (spin up / spin down) (Eh): 0.289 / 0.289
Charge: +1
Molar mass (Da): 179.65
LUMO level (spin up / spin down) (eV): -6.2 / -6.3
Energy above the lowest of the compared OMol25 structures with the same formula, charge and spin (eV): 5.519

Last column: Löwdin charge in e.
Geometry (Å):
C -1.2956 -1.2756 -1.2150  -0.05
C 1.2329 -1.3325 -0.8371  -0.04
C 0.0985 0.5198 -2.1309  -0.05
C -1.4460 -0.3552 0.0002  -0.13
C 0.9451 -0.4992 0.5060  -0.07
C 0.1381 -1.0025 -1.8506  -0.41
C 0.2827 2.1908 3.4067  -0.37
N 0.3379 0.9956 -0.8394  0.16
N -0.1466 0.3644 0.1052  -0.22
F 0.5349 -1.6420 -3.0071  0.07
Cl -1.0257 1.8830 2.1812  0.58
H -1.5190 -2.3148 -0.8276  0.15
H -2.0805 -1.1409 -2.0134  0.15
H 2.2417 -1.1720 -1.2186  0.13
H 1.3861 -2.3642 -0.5737  0.13
H 0.9323 0.8163 -2.7408  0.14
H -0.8338 0.9832 -2.5962  0.18
H -2.2269 0.4197 -0.1142  0.13
H -1.6610 -0.7956 1.0291  0.15
H 0.6742 -1.1788 1.3491  0.15
H 1.8430 0.1873 0.7165  0.17
H 0.5808 3.2317 3.3268  0.05
H -0.0751 1.8183 4.3119  0.02
H 1.0822 1.6631 3.0318  -0.01

Record 3
C19H18FINO10P2S2 | ωB97M-V with the def2-TZVPD basis set

Calculated values
E_tot (hartree): -3418.8059
Orbital gap (Eh): 0.255
Charge: -1
Molar mass (Da): 692.33
LUMO level (eV): 1.9
Energy above the lowest of the compared OMol25 structures with the same formula, charge and spin (eV): 0.000
SMILES string: Cc1c(S(=O)(=O)F)cc(C(=O)[O-])c2c1Sc1c(c(CC(=O)I)cc(PP(=O)(O)O)c1OC[C@@H](C)O)N2

Last column: Löwdin charge in e.
Geometry (Å):
C -2.9993 -1.8632 -1.7508  -0.06
C -2.7602 -0.3789 -1.6251  -0.25
C -2.9603 0.5045 -2.6961  -0.23
S -3.4961 -0.0990 -4.2519  0.65
O -2.3916 -0.5157 -5.0467  -0.25
O -4.6147 -0.9706 -4.1377  -0.26
F -4.0086 1.2239 -4.8952  -0.14
C -2.7121 1.8670 -2.5603  0.02
C -2.2592 2.4060 -1.3658  -0.05
C -2.0540 3.9097 -1.3040  -0.75
O -1.1290 4.3285 -2.0176  -0.05
O -2.8543 4.5430 -0.6027  -0.04
C -2.0318 1.5613 -0.2866  -0.18
C -2.2939 0.1882 -0.4387  -0.36
S -2.0115 -0.8363 0.9875  1.09
C -0.5426 -0.0716 1.6003  -0.34
C -0.4787 1.3241 1.5341  -0.18
C 0.6475 1.9719 2.0563  -0.14
C 0.8353 3.4593 2.0874  -0.17
C 0.9921 4.0976 0.7253  -0.85
O 1.5057 3.5525 -0.1667  0.06
I 0.3607 6.1495 0.6336  0.84
C 1.6556 1.1992 2.6198  -0.07
C 1.5957 -0.1901 2.6562  -0.41
P 3.0069 -1.0707 3.3880  0.91
P 4.4760 -0.8723 1.7838  0.25
O 4.3282 -1.9013 0.7385  -0.34
O 4.2788 0.6056 1.2243  -0.15
O 5.9427 -0.8585 2.4248  -0.18
C 0.4869 -0.8454 2.1308  -0.32
O 0.4058 -2.2182 2.1412  -0.09
C 1.1791 -2.8169 1.0755  -0.14
C 0.3529 -3.4014 -0.0521  -0.40
C 0.8598 -2.8943 -1.3984  -0.04
O 0.4465 -4.8387 -0.0144  -0.04
N -1.5695 2.0679 0.9757  0.10
H -3.0209 -2.3462 -0.7808  0.04
H -3.9296 -2.0805 -2.2543  0.07
H -2.1606 -2.2937 -2.2957  0.09
H -2.8797 2.5057 -3.4106  0.13
H 1.7451 3.6873 2.6375  0.12
H 0.0310 3.9581 2.6215  0.09
H 2.5168 1.7043 3.0287  0.10
H 2.7487 -2.4478 3.3211  -0.07
H 5.0735 0.9009 0.7624  0.09
H 6.3956 -1.6661 2.1532  0.08
H 1.8422 -2.0684 0.6540  0.10
H 1.8230 -3.6056 1.4582  0.13
H -0.6992 -3.1398 0.0203  0.10
H 1.9064 -3.1774 -1.4938  0.09
H 0.7671 -1.8127 -1.4753  0.09
H 0.2924 -3.3315 -2.2156  0.07
H -0.2954 -5.1542 -0.5348  0.08
H -2.3453 2.0511 1.6320  0.15

Record 4
C7H6N2O2P2 | ωB97M-V with the def2-TZVPD basis set

Calculated values
E_tot (hartree): -1213.0404
Orbital gap (Eh): 0.299
Molar mass (Da): 212.09
LUMO level (eV): -0.9
Energy above the lowest of the compared OMol25 structures with the same formula, charge and spin (eV): 0.000
SMILES string: O=CN1P2=N[P@@]=21Oc1ccccc1

Last column: Löwdin charge in e.
Geometry (Å):
O -0.1818 0.9827 3.4562  0.04
C -1.1316 1.5968 3.0630  -0.48
N -1.8882 1.2675 1.9588  -0.39
P -3.5859 1.4540 1.8014  0.84
N -3.5944 0.2779 0.6951  -0.53
P -2.0378 -0.3621 0.8848  0.85
O -1.3453 0.0686 -0.4782  -0.26
C -0.1073 -0.3104 -0.8203  -0.34
C 0.6775 -1.2298 -0.1612  -0.08
C 1.9886 -1.4761 -0.4965  -0.08
C 2.5159 -0.9006 -1.6815  -0.09
C 1.6679 -0.0948 -2.4363  -0.11
C 0.3946 0.2463 -2.0476  0.00
H -1.6001 2.4702 3.5426  0.11
H 0.3556 -1.7486 0.6773  0.07
H 2.6844 -2.1447 0.1693  0.14
H 3.5488 -0.9558 -2.0428  0.10
H 1.9742 0.1075 -3.4701  0.11
H -0.3351 0.7516 -2.6140  0.10

Record 5
C33H77N7O21 | ωB97M-V with the def2-TZVPD basis set

Calculated values
E_tot (hartree): -3266.5705
Orbital gap (Eh): 0.352
Charge: +2
Molar mass (Da): 908.01
LUMO level (eV): -3.6

Last column: Löwdin charge in e.
Geometry (Å):
C 2.8937 5.5139 4.8246  0.02
C 1.7281 5.2347 3.9090  -0.56
O 0.7052 5.9133 4.0279  0.04
N 1.8796 4.2391 2.9951  0.00
H 2.7113 3.6960 3.0556  0.11
H 0.0817 3.4557 3.8857  0.09
C 1.1615 4.3950 1.7216  -0.05
H 2.5895 5.9407 5.7566  0.08
H 3.5130 6.2046 4.2048  0.11
H 3.5110 4.6128 4.9810  0.09
H 0.4015 5.1315 2.0541  0.10
H 0.7779 3.4773 1.3180  0.05
H 1.7736 4.9643 1.0452  0.09
C -7.3670 -0.4215 -7.5892  0.00
C -6.7247 -1.6012 -6.8746  -0.56
O -5.6612 -1.5166 -6.2690  0.01
N -7.4542 -2.7345 -6.9124  0.02
H -8.4111 -2.7277 -7.2747  0.15
H -5.4092 -0.0902 -4.4977  0.17
C -6.9747 -3.8128 -6.0319  -0.08
H -8.3845 -0.5676 -8.0293  0.09
H -6.7714 0.1584 -8.2870  0.08
H -7.4928 0.2106 -6.6933  0.08
H -6.5633 -3.4278 -5.0779  0.08
H -6.1123 -4.3919 -6.4792  0.10
H -7.7693 -4.5511 -5.7723  0.09
C 3.3036 -0.2888 6.8674  0.00
C 4.4920 -0.2743 5.9270  -0.60
O 4.5339 0.3960 4.9799  0.08
N 5.4294 -1.2684 6.1879  -0.01
H 5.6493 -0.9500 3.0516  0.12
H 5.2823 -1.9379 6.9366  0.13
C 6.7433 -1.1872 5.5869  -0.08
H 2.8332 0.6736 6.9646  0.08
H 3.5055 -0.8414 7.8197  0.10
H 2.5270 -0.8667 6.3791  0.07
H 6.8997 -1.7647 4.6388  0.08
H 7.4563 -1.5420 6.3343  0.09
H 6.8753 -0.1004 5.5033  0.10
C 1.1279 -4.4196 -3.5133  0.02
C 2.4128 -3.5761 -3.6872  -0.52
O 2.7866 -2.6950 -2.8903  -0.02
N 3.1788 -3.9238 -4.7153  0.02
H 3.0140 -4.7586 -5.2364  0.13
H 2.1650 -0.4902 -3.5971  0.10
C 4.5609 -3.4250 -4.7779  -0.04
H 1.2094 -4.9202 -2.5290  0.09
H 1.0210 -5.2496 -4.2634  0.10
H 0.2640 -3.7976 -3.5008  0.05
H 4.6859 -2.5034 -5.3177  0.08
H 5.1342 -4.2498 -5.2493  0.10
H 4.8991 -3.3372 -3.7611  0.07
C 8.4917 -0.3083 -0.5812  0.01
C 7.5310 0.6032 -1.2535  -0.43
O 7.9268 1.3897 -2.0979  0.10
N 6.0438 0.4117 -1.1720  -0.03
H 5.8162 -0.1578 -0.3662  0.07
H 5.1008 1.6382 -0.9822  0.11
C 5.5045 -0.2383 -2.4355  -0.03
H 8.2422 -1.3484 -0.8007  0.09
H 8.5271 -0.2917 0.4974  0.08
H 9.4924 0.0392 -0.9334  0.11
H 5.5563 0.5443 -3.2204  0.10
H 4.4640 -0.3475 -2.2577  0.06
H 6.1571 -1.0711 -2.7488  0.10
C -4.1436 -2.3186 0.9917  -0.09
C -4.6318 -1.0495 0.3286  -0.22
C -4.7292 0.0739 1.4408  -0.08
N -4.8397 1.4687 0.7917  -0.20
C -5.8797 1.4354 -0.4343  -0.05
C -7.2757 1.3045 0.1713  -0.13
C -7.5727 2.4012 1.2582  -0.17
C -6.5924 2.3726 2.4184  -0.17
C -5.2062 2.5439 1.8220  -0.12
C -3.4234 1.9891 0.2945  0.06
H -3.1146 -2.0867 1.3377  0.07
H -4.1575 -3.0980 0.2663  0.07
H -4.7432 -2.6621 1.8700  0.10
H -5.5432 -1.1199 -0.3454  0.13
H -3.8009 -0.7479 -0.3181  0.09
H -3.8189 0.0470 2.0789  0.14
H -5.5901 -0.0690 2.0316  0.10
H -5.5026 0.7386 -1.1558  0.09
H -5.7284 2.4478 -0.7475  0.12
H -7.4594 0.3564 0.6690  0.12
H -7.9112 1.5307 -0.6802  0.12
H -8.5300 2.2675 1.7178  0.11
H -7.5619 3.4054 0.7865  0.13
H -6.6341 1.4194 2.9583  0.11
H -6.8381 3.0701 3.2306  0.13
H -4.4531 2.5265 2.5890  0.12
H -5.2098 3.4500 1.1918  0.14
H -3.6230 2.8938 -0.2570  0.11
H -2.9622 1.2266 -0.2966  0.07
H -2.8906 2.1900 1.1846  0.06
C 2.1212 -0.7883 2.1562  -0.03
C 1.1845 -0.8194 0.9655  -0.31
C -0.1057 -1.6288 1.1839  -0.19
O -0.9008 -1.4383 0.0543  -0.22
C -0.4463 -2.2861 -1.0594  -0.04
N 0.9319 0.5305 0.4385  0.27
H 0.4588 1.0810 1.1273  0.11
H 1.7828 0.9673 0.2735  0.07
H 0.3329 0.3798 -0.3782  0.13
H 2.9990 -0.1527 2.1202  0.06
H 2.6115 -1.7443 2.2428  0.08
H 1.6298 -0.4971 3.0610  0.08
H 1.7071 -1.3758 0.1654  0.15
H -0.5913 -1.2648 2.1217  0.14
H 0.1013 -2.7359 1.3398  0.16
H -0.4887 -3.3051 -0.6860  0.10
H 0.5764 -2.0502 -1.3639  0.07
H -1.1993 -2.1595 -1.8431  0.09
O -3.3393 -1.2158 -3.9316  0.07
C -3.8282 0.1314 -3.4522  -0.55
O -5.0106 0.4642 -3.7398  0.19
O -3.1272 0.6581 -2.6271  0.08
H -2.4551 -1.1461 -3.6054  0.02
O 5.2536 -3.5710 1.7520  0.18
C 5.2623 -2.2698 1.6093  -0.59
O 4.8798 -1.6180 0.6252  0.06
O 6.0876 -1.6558 2.5155  0.09
H 4.6451 -4.1110 1.1920  0.17
O 4.6150 3.5400 1.1506  0.14
C 4.1540 2.5804 0.3277  -0.62
O 4.6708 2.6437 -0.8706  0.08
O 3.3795 1.6632 0.6835  0.02
H 5.1823 4.1429 0.6586  0.14
O -0.2675 0.4045 -2.2343  0.12
C 0.2382 -0.1633 -3.3801  -0.61
O -0.3578 -0.7655 -4.1859  0.19
O 1.5277 0.1410 -3.2740  0.16
H -1.0624 0.7217 -2.3022  -0.01
O -1.9057 1.2554 4.3897  0.17
C -1.0599 1.9994 3.6947  -0.65
O -0.8461 1.8800 2.4957  0.06
O -0.4935 2.9131 4.4270  0.19
H -1.9568 1.7873 5.1913  0.14

Record 6
C3H6N2O | ωB97M-V with the def2-TZVPD basis set

Calculated values
E_tot (hartree): -302.5990
Orbital gap (Eh): 0.390
Molar mass (Da): 86.09
LUMO level (eV): 0.8
Energy above the lowest of the compared OMol25 structures with the same formula, charge and spin (eV): 2.561
SMILES string: O=C1NCCN1

Last column: Löwdin charge in e.
Geometry (Å):
O 2.5899 -0.0496 -0.6541  0.06
C 1.4385 -0.1116 -0.2859  -0.57
N 0.6724 1.0168 0.0554  0.05
C -0.7471 0.7643 -0.0710  -0.23
C -0.8462 -0.6186 0.4548  -0.12
N 0.5409 -1.1955 -0.3036  0.11
H 1.0264 1.8800 -0.3245  0.13
H -1.0850 0.7299 -1.1183  0.13
H -1.3561 1.4649 0.4972  0.12
H -0.6742 -0.7190 1.5422  0.12
H -1.8029 -1.1362 0.2138  0.13
H 0.0466 -1.9343 0.1540  0.08